(1)
{"formula": "CuH38O19", "method": "the ωB97M-V functional and the def2-TZVPD basis", "species": ["O", "H", "O", "H", "H", "H", "Cu", "H", "O", "O", "H", "H", "H", "O", "O", "H", "H", "H", "H", "H", "O", "O", "H", "H", "O", "H", "H", "H", "H", "O", "O", "H", "H", "H", "O", "H", "H", "H", "H", "H", "H", "O", "H", "H", "O", "H", "O", "H", "O", "H", "H", "O", "H", "H", "O", "H", "O", "H"], "positions_angstrom": [[-3.3758, 0.4204, 2.1265], [0.6615, -2.8594, -3.8473], [3.6322, 1.7473, -2.4819], [-2.7170, 3.1415, 3.2000], [-1.5451, 5.2115, -0.7682], [2.9369, -3.5126, 1.1268], [0.3807, 0.3610, -0.0009], [-4.1285, 0.2937, 2.7040], [0.2580, -3.0656, -3.0042], [-1.6320, 0.4014, -1.4053], [3.3276, -1.1041, -1.5306], [1.6105, 2.1949, -1.8272], [-0.1577, -2.2861, -1.3079], [2.5942, 0.8056, 2.9036], [3.3382, -2.6444, 1.0878], [4.6002, -1.4119, -2.2906], [-1.5856, -1.6552, -3.2035], [-1.7005, 0.0562, -2.2954], [-0.4665, -3.0828, 2.1874], [-0.9487, -1.1929, 2.9242], [1.0358, -1.3493, 3.5993], [-1.9267, 4.4231, -0.3823], [3.7002, -2.5869, 0.2036], [4.2906, 1.0544, -2.5330], [-3.9756, -1.1654, -0.0007], [0.7462, -3.8240, -2.6836], [-2.7594, 2.8233, 1.7205], [1.6406, -1.9571, 4.0247], [3.3450, 1.8726, -3.3864], [3.8490, -1.8311, -1.8710], [1.0640, 2.5446, -1.1235], [3.1246, 0.2007, 0.6669], [-1.4961, 4.3398, 0.4685], [-4.5209, -0.8620, -0.7265], [-0.0279, -1.9382, -0.4257], [-2.4387, 3.4924, -3.4940], [3.4973, 0.8357, 3.2193], [-1.5162, 3.5243, -2.2941], [-2.1352, -0.9482, 2.0163], [-2.3841, -1.0277, -4.3263], [-2.1990, -0.1663, -0.8833], [2.6319, 0.2172, -0.1537], [-3.6178, -2.0005, -0.3021], [-3.5803, -0.0980, 1.3483], [-0.3175, -3.9614, 1.8379], [0.0176, -2.7136, 0.1338], [-1.7531, -0.8186, -3.6374], [2.0608, 0.8785, 3.6951], [-1.5136, 3.4680, -3.2496], [1.5668, -0.9063, 2.9374], [0.1743, 2.2165, 1.6793], [-0.2419, 1.3697, 1.8406], [-1.0259, 1.5803, 2.3478], [3.0072, 0.9484, -0.6443], [-2.2307, 3.2652, 2.3849], [-0.4947, -4.5460, 2.5749], [-1.6481, -1.6465, 2.4537], [0.9690, 3.4738, -1.3326]], "forces_ev_per_angstrom": [[0.22, 0.93, 0.27], [0.11, 0.21, -0.25], [-0.19, 0.00, 0.35], [-0.17, 0.10, 0.26], [-0.04, 0.38, -0.13], [-0.18, -0.22, 0.11], [-0.40, -0.35, -0.21], [-0.14, -0.12, 0.28], [-0.38, 0.05, 0.03], [0.56, 0.74, 1.46], [-0.50, 0.30, 0.44], [0.23, -0.08, -0.25], [0.23, 0.07, -0.57], [0.23, 0.15, -0.51], [-0.05, 0.26, 0.37], [0.33, -0.16, -0.13], [0.31, -0.54, 0.03], [0.00, 0.11, -0.78], [-0.45, 0.55, 0.18], [0.43, 0.17, 0.39], [-0.57, -0.07, 0.24], [0.05, -0.24, -0.34], [0.19, 0.06, -0.50], [0.30, -0.12, -0.09], [0.16, 0.08, -0.17], [0.15, -0.30, 0.14], [-0.36, -0.27, -0.27], [0.08, -0.26, 0.11], [-0.06, 0.11, -0.38], [0.11, -0.35, -0.15], [-0.10, -0.25, 0.41], [-0.09, -0.23, 0.64], [0.00, -0.04, 0.46], [-0.32, 0.23, -0.18], [-0.10, 0.64, 0.22], [-0.20, 0.03, -0.08], [0.34, 0.01, 0.14], [-0.13, -0.16, 0.54], [-0.14, 0.19, 0.21], [-0.23, 0.14, -0.29], [-0.23, -0.14, 0.32], [-0.34, -0.28, -0.33], [0.18, -0.45, 0.17], [-0.46, -0.24, -0.66], [0.53, -0.50, -0.50], [0.03, -0.33, 0.63], [0.01, -0.24, -0.46], [-0.34, 0.05, 0.26], [0.33, 0.04, -0.38], [0.34, 0.14, -0.38], [0.15, 0.34, 0.09], [0.81, -0.61, -0.42], [-0.67, 0.16, 0.02], [-0.03, 0.63, -0.32], [0.46, 0.15, 0.04], [-0.04, -0.22, 0.06], [0.21, -0.51, -0.08], [-0.20, 0.27, -0.04]], "relative_energy_ev": 0.4209, "multiplicity": 1, "total_charge": 1, "homo_ev": -11.2, "homo_lumo_gap_ev": 8.69}



(2)
{"formula": "C3H7NO2", "method": "the ωB97M-V functional and the def2-TZVPD basis", "species": ["C", "H", "O", "O", "H", "H", "H", "H", "C", "H", "H", "N", "C"], "positions_angstrom": [[0.0783, -0.0337, 0.3288], [-0.7319, -0.1134, 1.6478], [0.8151, 0.0368, -0.7639], [0.5467, -0.0694, 1.5306], [2.5021, 0.9391, 0.0560], [-1.5885, -0.0201, -1.6734], [-2.7896, 0.8254, -0.6717], [2.6743, 0.1437, -1.5429], [-2.1379, -0.0537, -0.7255], [-2.7704, -0.9483, -0.7235], [2.5609, -0.8403, -0.0472], [-1.2211, -0.0778, 0.3866], [2.2307, 0.0716, -0.5499]], "forces_ev_per_angstrom": [[-0.23, 0.00, -0.08], [0.06, 0.00, 0.05], [-0.20, -0.01, 0.13], [0.06, 0.00, 0.00], [-0.03, -0.12, -0.09], [-0.10, 0.00, 0.11], [0.08, -0.13, -0.01], [-0.05, -0.01, 0.15], [-0.08, 0.00, -0.15], [0.08, 0.14, 0.00], [-0.04, 0.12, -0.08], [0.17, 0.01, -0.06], [0.29, 0.01, 0.02]], "relative_energy_ev": 2.7245, "multiplicity": 1, "homo_ev": -9.2, "homo_lumo_gap_ev": 10.11}



(3)
{"formula": "C18H32BN10Tl", "method": "the ωB97M-V functional and the def2-TZVPD basis", "species": ["H", "N", "H", "H", "H", "H", "C", "H", "H", "H", "C", "N", "H", "H", "H", "H", "C", "N", "Tl", "C", "H", "H", "H", "N", "H", "H", "C", "H", "H", "C", "H", "N", "C", "C", "H", "H", "B", "C", "N", "H", "C", "C", "H", "H", "N", "H", "H", "C", "C", "H", "H", "C", "H", "H", "C", "C", "N", "C", "C", "N", "N", "H"], "positions_angstrom": [[-4.9752, -4.9824, -1.4539], [-0.7771, -0.0491, 4.4263], [-1.8282, -1.8804, 4.4452], [0.4664, 2.4220, 1.5465], [1.8284, 1.2763, 1.5610], [-1.0120, -2.2766, 2.8612], [-4.2461, -3.2691, -2.6055], [0.3506, 5.2982, -3.4189], [-2.1736, 5.2014, -2.3507], [-5.1625, -2.7469, -2.2986], [4.3607, 2.3428, -2.2834], [-3.2383, -4.0843, -0.6696], [-1.9724, 3.2364, -0.4576], [0.5910, 0.4149, 5.9654], [-1.4151, -3.5568, 1.1821], [-3.3274, -1.1780, -3.7949], [-0.0392, 4.6717, -2.6344], [0.0277, 3.1179, -1.0820], [0.2860, 0.5340, -0.5564], [-0.1676, 0.1487, 3.1799], [-0.9719, 1.2507, 6.0779], [-1.4495, -1.1887, 6.0059], [4.8350, 3.0992, -2.8865], [2.7067, 1.3993, -1.1905], [-2.6166, -4.9021, 1.1718], [3.7215, -0.3088, -0.5222], [-1.2012, -1.6367, 1.9971], [-3.2375, -6.0425, -0.0082], [-4.2953, -3.4581, -3.6778], [-1.0612, -1.3508, 5.0012], [1.2347, 2.4584, 4.9203], [-3.0555, -2.5270, -2.2605], [3.7806, 0.6146, -1.0789], [-4.0408, -4.5403, -1.7998], [-0.1652, -1.9789, 5.0754], [1.8813, 2.7296, 2.5574], [2.2832, 3.7700, -2.2561], [-1.2098, 3.6173, -1.1211], [0.6717, 1.2381, 3.3011], [0.0371, -2.7222, 0.6266], [1.2288, 1.9465, 2.1752], [-2.6298, -5.1472, 0.1115], [-1.6117, -5.3776, -0.2194], [2.4393, 3.9863, -3.4321], [-1.6826, -2.2144, -0.4215], [-3.4964, -5.2918, -2.3875], [-1.7271, -1.1333, -3.0506], [0.3482, 1.9879, 4.4963], [4.8665, 1.1688, -1.7555], [-2.2517, -1.3238, 2.0416], [2.7532, 4.6421, -1.5597], [-1.0367, -2.6031, 0.8113], [-0.4036, 2.7623, 4.2930], [5.8653, 0.7766, -1.8369], [-2.7929, -1.2410, -2.8487], [-1.3095, 4.6155, -2.0897], [3.0702, 2.4556, -1.9312], [-2.5597, -2.9122, -1.0315], [-0.2089, 0.8946, 5.3857], [-0.3304, -0.4641, 2.0664], [0.7386, 3.7683, -2.0166], [-3.1124, -0.4117, -2.2079]], "forces_ev_per_angstrom": [[0.00, -0.01, -0.01], [-0.07, 0.20, 0.03], [0.01, 0.04, 0.13], [-0.01, 0.04, 0.01], [0.08, 0.02, 0.03], [-0.05, 0.00, -0.17], [0.00, 0.00, 0.11], [0.08, -0.04, 0.03], [0.03, 0.01, -0.03], [0.01, 0.02, 0.01], [0.01, -0.15, 0.00], [-0.15, -0.14, 0.01], [0.02, -0.04, 0.00], [0.02, 0.02, -0.02], [0.30, 0.19, 0.08], [-0.01, -0.02, -0.01], [-0.21, -0.04, -0.01], [0.08, -0.08, 0.29], [-0.11, -0.16, -0.47], [-0.10, -0.05, -0.08], [0.00, -0.02, -0.01], [0.05, 0.02, 0.03], [-0.04, 0.03, 0.02], [-0.19, 0.02, 0.23], [-0.04, -0.16, -0.04], [-0.02, -0.01, -0.01], [-0.06, -0.08, 0.24], [-0.02, -0.02, -0.02], [-0.03, 0.01, 0.00], [-0.14, -0.03, 0.02], [-0.01, 0.04, -0.03], [-0.07, -0.18, -0.18], [-0.03, 0.03, -0.03], [0.03, -0.04, -0.01], [-0.01, -0.01, 0.00], [0.05, -0.02, -0.05], [0.03, 0.11, 0.25], [0.02, 0.02, -0.05], [0.12, 0.07, 0.18], [0.01, -0.02, 0.01], [-0.16, -0.11, -0.03], [-0.05, 0.03, -0.01], [0.00, -0.01, 0.03], [0.04, 0.11, -0.04], [0.14, 0.34, -0.29], [0.01, 0.03, -0.01], [0.00, 0.08, 0.07], [-0.05, -0.05, 0.03], [0.01, -0.02, 0.06], [-0.03, -0.03, 0.02], [0.05, 0.07, 0.01], [-0.06, 0.14, 0.02], [0.01, 0.01, 0.01], [0.00, 0.02, -0.05], [0.14, 0.11, 0.16], [0.01, -0.02, 0.05], [0.11, -0.06, -0.16], [0.11, 0.16, 0.24], [0.03, -0.05, 0.02], [0.16, -0.26, -0.27], [-0.08, -0.05, -0.32], [0.02, -0.02, 0.01]], "relative_energy_ev": 0.8874, "multiplicity": 1, "homo_ev": -7.8, "homo_lumo_gap_ev": 8.31}



(4)
{"formula": "C11H10O", "method": "the ωB97M-V functional and the def2-TZVPD basis", "species": ["H", "C", "C", "C", "C", "C", "H", "C", "C", "H", "H", "C", "C", "H", "O", "H", "C", "C", "H", "H", "H", "H"], "positions_angstrom": [[1.4714, -1.7893, 3.3144], [0.4710, 0.3955, 0.2537], [0.9451, 1.7011, 0.2346], [-2.6799, -2.2739, 0.2284], [-0.4899, -1.5290, -1.0080], [-1.7941, -1.8270, -0.4527], [-0.4770, -1.9931, -2.0640], [-0.1586, -0.0928, -0.9083], [0.8442, -0.6598, 1.2241], [-3.5162, -2.5225, 0.8209], [1.2708, -1.4909, 0.8916], [0.6442, 2.6076, -0.8135], [-0.2192, 2.1999, -1.8196], [0.5858, 0.7037, 2.8708], [1.3610, -0.9267, 3.6387], [1.5852, 1.8815, 1.0918], [-0.4119, 0.8368, -1.9680], [0.8832, -0.2527, 2.5040], [-0.8531, 0.6986, -2.9104], [1.0505, 3.5487, -0.7323], [0.1635, -2.2181, -0.4482], [-0.4683, 2.9705, -2.6276]], "forces_ev_per_angstrom": [[0.60, -2.27, -0.11], [-0.25, -1.39, -2.07], [-0.12, 0.01, -0.05], [0.13, 0.65, -0.48], [-0.34, -2.16, -2.01], [-0.58, -0.79, 1.02], [0.11, 1.21, 1.22], [0.43, 2.16, -1.61], [-1.04, 5.40, 3.24], [-0.30, -0.20, 0.12], [1.49, -3.59, -1.13], [-0.91, -2.52, 2.02], [1.70, 1.37, -0.75], [-0.48, 0.66, -0.41], [-0.87, 1.73, -1.28], [0.15, 0.85, -0.31], [-0.61, 0.10, 1.67], [0.74, -0.87, 1.12], [-0.76, -1.61, -0.95], [0.63, 2.15, -0.06], [0.10, 0.60, -0.30], [0.18, -1.50, 1.09]], "relative_energy_ev": 3.8882, "multiplicity": 1, "smiles": "C#CCc1ccccc1/C=C/O", "homo_ev": -8.5, "homo_lumo_gap_ev": 9.29}



| no. | LUMO level (eV) |
| --- | --- |
| 1 | -2.494 |
| 2 | 0.913 |
| 3 | 0.516 |
| 4 | 0.748 |